Molecular formula: H22O11
Method: DFT, ωB97M-V/def2-TZVPD

ORCA input file:
```
! wB97M-V def2-TZVPD RIJCOSX def2/J DEFGRID3
* xyz 0 1
O -21.55817 7.09650 14.59980
H -20.63427 7.17509 14.30686
H -21.56983 6.31272 15.16498
O -19.87445 10.38658 15.87052
H -20.45935 10.13411 15.14010
H -19.52456 9.56314 16.22819
O -18.10946 8.38862 9.91069
H -17.52717 7.90641 10.50564
H -18.43628 9.13105 10.44464
O -20.03271 9.56845 11.68602
H -20.59298 9.59647 12.47545
H -20.65290 9.69375 10.94660
O -23.05650 7.21960 11.98357
H -22.37168 7.15095 12.66855
H -23.85838 6.87063 12.38898
O -17.65119 10.78284 12.78190
H -17.62292 11.63864 13.22248
H -18.59480 10.60034 12.62751
O -22.01825 9.86740 13.76294
H -22.05905 8.96321 14.14448
H -22.33386 10.45950 14.46511
O -20.82838 10.35869 7.72097
H -21.41490 10.19604 8.48850
H -20.31363 9.54679 7.63482
O -22.53820 9.46787 9.90245
H -23.27398 9.90949 10.36287
H -22.45948 8.61091 10.35224
O -23.90393 11.07225 11.92075
H -23.90002 12.00928 12.14432
H -23.21202 10.63421 12.46137
O -19.78297 12.57989 9.32089
H -20.57412 12.62137 9.86742
H -19.92389 11.81377 8.72930
*
```

Energy relative to the best compared isomer or geometry (same formula, charge and spin): 102.36 kJ/mol
Electronic energy: -22880.4530 eV
Largest force on an atom: 0.015 Eh/bohr
SMILES: O.O.O.O.O.O.O.O.O.O.O

Molecular formula: H22O11
Method: DFT, ωB97M-V/def2-TZVPD

ORCA input file:
```
! wB97M-V def2-TZVPD RIJCOSX def2/J DEFGRID3
* xyz 0 1
H 1.10244 0.40410 0.65677
H 0.32992 -0.90045 0.64931
H 2.35524 -1.16466 3.99996
H 1.70281 0.06753 4.53941
H 2.85017 -3.89809 -1.80997
H 3.79770 -2.97381 -1.13724
H -2.07570 4.01338 0.82822
H -0.81317 4.86261 0.30224
H 0.21321 -3.00170 0.01145
H -1.05168 -2.90579 0.84219
H 4.23194 0.34586 -0.95510
H 2.90376 0.90665 -1.57637
H -3.74151 -1.83616 0.48524
H -5.02770 -2.76942 0.01850
H 2.04549 4.09487 0.51020
H 1.77706 3.35319 -0.79755
H -2.39338 0.13308 0.54546
H -1.57898 -0.99024 1.06590
H -1.13649 -0.75469 -2.91804
H -0.44534 -0.41595 -1.64922
H -3.10258 0.95490 -1.97757
H -3.24777 2.44994 -1.85617
O 0.64039 -0.15421 0.13140
O 2.32159 -0.23720 3.79827
O 3.69493 -3.91940 -1.26520
O -1.16965 4.06586 0.74833
O -0.17416 -2.52737 0.78226
O 3.84173 1.01361 -1.63113
O -4.39112 -2.46369 0.75010
O 2.48494 3.59639 -0.18774
O -1.64063 -0.38061 0.30586
O -1.28256 -0.68410 -1.94365
O -3.02094 1.71554 -1.26614
*
```

Energy relative to the best compared isomer or geometry (same formula, charge and spin): 413.16 kJ/mol
Electronic energy: -22877.2318 eV
Largest force on an atom: 0.084 Eh/bohr
SMILES: O.O.O.O.O.O.O.O.O.O.O

Molecular formula: H22O11
Method: DFT, ωB97M-V/def2-TZVPD

ORCA input file:
```
! wB97M-V def2-TZVPD RIJCOSX def2/J DEFGRID3
* xyz 0 1
H -0.27927 -0.17811 -0.37899
H -0.26252 -1.41034 -1.26859
H 1.51088 -1.81137 2.62849
H 0.26410 -1.02724 3.00362
H -3.22898 -1.18170 1.29196
H -3.97285 -0.38336 0.23397
H 1.55943 0.43180 2.56917
H 1.14965 1.78213 2.00463
H 1.13532 -2.32918 -1.43929
H 2.35511 -2.57367 -0.56615
H -2.35448 -2.39364 -1.69812
H -2.58476 -3.86298 -1.38498
H 0.82461 3.78218 -0.44729
H -0.09052 3.43630 -1.61046
H 3.67307 -1.21735 -0.32663
H 4.89529 -2.04989 0.02425
H 2.23720 1.54077 -2.87266
H 2.36334 0.05606 -2.57301
H -4.18769 2.36518 -0.34382
H -3.35391 1.25826 -0.96798
H -0.36235 3.33611 2.00453
H -0.76666 2.56842 0.75664
O -0.86076 -0.76490 -0.87552
O 0.64542 -1.91166 3.04069
O -4.11305 -1.02042 0.94355
O 1.64172 1.37879 2.72863
O 1.48895 -2.15092 -0.56056
O -2.73343 -2.97842 -1.03223
O 0.76788 3.22082 -1.22874
O 4.60382 -1.13819 -0.08909
O 1.71431 0.73558 -2.78750
O -3.28127 2.04574 -0.41698
O -0.39759 2.44519 1.63845
*
```

Energy relative to the best compared isomer or geometry (same formula, charge and spin): 288.53 kJ/mol
Electronic energy: -22878.5235 eV
Largest force on an atom: 0.018 Eh/bohr
SMILES: O.O.O.O.O.O.O.O.O.O.O

Molecular formula: H22O11
Method: DFT, ωB97M-V/def2-TZVPD

ORCA input file:
```
! wB97M-V def2-TZVPD RIJCOSX def2/J DEFGRID3
* xyz 0 1
O -28.11470 -2.08993 23.22511
H -27.43960 -2.39464 22.61879
H -27.89598 -1.17209 23.38625
O -29.27131 0.57427 19.35951
H -28.81395 1.22591 19.89093
H -29.10427 -0.25730 19.80314
O -30.91287 -4.02222 19.74142
H -31.49818 -3.79447 20.46377
H -30.45562 -3.20658 19.53676
O -28.99369 -0.21387 24.68017
H -28.75566 0.02371 23.78400
H -29.53309 0.51513 24.98649
O -29.83888 -1.24245 21.37206
H -29.86899 -2.19887 21.34788
H -29.83391 -1.02600 22.30444
O -29.65578 -3.49523 21.97962
H -30.22715 -4.26314 21.97016
H -29.63009 -3.22650 22.89796
O -29.53188 -2.33964 19.11868
H -29.21190 -3.12072 18.66729
H -28.76760 -1.76634 19.17733
O -30.08205 -2.68785 23.93621
H -29.89813 -3.33042 24.62141
H -29.26876 -2.19070 23.84887
O -28.32521 0.41832 22.82212
H -27.78250 0.07919 22.11030
H -28.85671 1.10180 22.41398
O -27.95498 -4.24208 20.57315
H -28.06601 -5.15411 20.84165
H -28.60005 -3.75948 21.09007
O -31.52409 -1.49972 19.53545
H -30.67046 -1.64972 19.12920
H -31.32989 -1.38131 20.46524
*
```

Energy relative to the best compared isomer or geometry (same formula, charge and spin): 903.27 kJ/mol
Electronic energy: -22872.1521 eV
Largest force on an atom: 0.164 Eh/bohr

Molecular formula: H22O11
Method: DFT, ωB97M-V/def2-TZVPD

ORCA input file:
```
! wB97M-V def2-TZVPD RIJCOSX def2/J DEFGRID3
* xyz 1 2
O -1.60200 -2.49855 1.58806
H -1.21875 -2.55376 2.46345
H -1.45980 -3.36579 1.20869
O -0.64789 -0.97308 -2.36256
H -1.11566 -1.77229 -2.60482
H 0.12906 -1.28169 -1.89639
O -3.21495 -2.47650 -0.78361
H -2.83740 -2.25255 0.06700
H -2.55413 -3.02860 -1.20162
O 0.41740 1.98839 2.52931
H 0.93098 2.74896 2.25728
H -0.18026 1.82868 1.79888
O 0.77035 -0.78329 2.72259
H 1.23958 -0.48112 3.50024
H 0.57812 0.01615 2.23253
O -2.32997 0.16733 2.20833
H -2.06797 -0.75332 2.20748
H -2.66973 0.32097 1.32674
O 0.62006 1.33452 -2.36766
H 1.57287 1.27015 -2.43282
H 0.30179 0.47663 -2.64866
O 3.21500 1.27033 0.38698
H 3.36547 0.33882 0.22608
H 2.35451 1.30579 0.80476
O 0.79717 4.11060 -2.69023
H 0.28667 4.60501 -2.04900
H 0.54291 3.19882 -2.54787
O 1.66672 -1.60498 -1.25544
H 1.94282 -1.32887 -0.38150
H 2.39907 -1.36816 -1.82448
O -0.32028 0.67512 0.18348
H -0.75691 -0.16193 0.02549
H -0.15484 1.02824 -0.69069
*
```

Energy relative to the best compared isomer or geometry (same formula, charge and spin): 137.78 kJ/mol
Electronic energy: -22869.0228 eV
Largest force on an atom: 0.029 Eh/bohr

Molecular formula: H22O35S6Zn4
Method: DFT, ωB97M-V/def2-TZVPD

ORCA input file:
```
! wB97M-V def2-TZVPD RIJCOSX def2/J DEFGRID3
* xyz -4 1
Zn 2.71719 0.01773 -1.95886
Zn -2.56302 -2.14063 0.27330
Zn 0.83655 -0.09992 3.14121
Zn -0.80848 2.77581 -0.82067
S 0.11175 -0.33931 -0.15627
O 0.14032 -0.05698 1.26445
O -0.21267 0.90202 -0.89054
O 1.48929 -0.65462 -0.61496
O -0.77594 -1.44891 -0.44639
S -1.49617 1.82512 4.67397
O -2.61996 2.31805 3.82330
O -1.92607 0.83442 5.63057
O -0.46423 1.23443 3.70447
O -0.80694 3.00627 5.27909
S -1.24217 3.04287 -4.05933
O -1.11089 4.30602 -4.79157
O -0.58381 1.92069 -4.74074
O -0.54686 3.21307 -2.71080
O -2.67341 2.74499 -3.76081
S -2.87470 -4.90963 -1.62455
O -3.61079 -5.98499 -0.92451
O -2.40086 -3.87294 -0.60450
O -1.68488 -5.42206 -2.32014
O -3.81379 -4.17046 -2.52904
S -1.20627 -2.82809 3.33089
O -0.56856 -4.15412 3.34190
O -2.21516 -2.73101 4.37402
O -0.11124 -1.79544 3.55280
O -1.85665 -2.58148 1.99260
S 4.41941 1.89778 0.19492
O 5.59397 2.56770 -0.39846
O 4.83030 0.73459 1.00526
O 3.57958 2.84318 0.98247
O 3.52849 1.43315 -0.94492
O -2.78042 2.25715 -1.29324
H -3.68877 2.31224 -0.98462
H -2.82088 2.48932 -2.29763
O -2.99633 -0.13724 1.03037
H -2.44687 0.66072 0.98830
H -3.62535 0.02969 1.74640
O -1.34071 2.34444 1.22283
H -0.96714 1.58413 1.73903
H -1.37911 3.06304 1.86860
O 1.92019 1.72563 2.78157
H 1.93227 2.32158 3.54231
H 2.56286 2.09291 2.13034
O 1.35227 1.20157 -3.05659
H 1.25629 0.94161 -3.98094
H 0.45598 1.52791 -2.80868
O 0.86295 -3.57422 -1.02797
H 1.50131 -2.93170 -0.70450
H 0.01868 -3.06739 -0.98168
O 1.10996 3.22054 -0.09984
H 1.48464 4.08354 0.10533
H 1.89393 2.63307 -0.18606
O 2.09837 -1.62263 -3.10111
H 1.19098 -1.92697 -3.27484
H 2.66394 -2.17654 -3.64917
O 4.30040 -1.14359 -1.33146
H 5.21528 -0.83407 -1.38045
H 4.34466 -2.08115 -1.10543
O -3.53918 -1.60767 -1.46519
H -3.42735 -2.28546 -2.16994
H -3.95541 -0.84264 -1.87365
O 2.32348 -1.27338 2.45024
H 3.28476 -1.19313 2.53473
H 2.12095 -2.21863 2.36474
*
```

Energy relative to the best compared isomer or geometry (same formula, charge and spin): 0.00 kJ/mol
Electronic energy: -330711.4299 eV
Largest force on an atom: 0.038 Eh/bohr

Molecular formula: H23O11
Method: DFT, ωB97M-V/def2-TZVPD

ORCA input file:
```
! wB97M-V def2-TZVPD RIJCOSX def2/J DEFGRID3
* xyz 1 1
O 2.60800 3.65990 -0.76524
H 2.30859 4.54503 -0.99769
H 2.64991 3.16590 -1.58926
O 0.91604 0.94864 0.77198
H 1.42958 1.71815 0.50298
H -0.02889 1.13968 0.94291
O -1.34151 -0.07398 1.42436
H 0.39874 0.66411 -2.31849
H -0.65022 -0.46751 1.99679
O 0.21927 0.55832 3.28810
H 0.88262 0.73420 2.58350
H 0.57649 -0.16887 3.81099
O 2.09105 -0.26526 -1.77503
H 2.81933 0.03308 -2.32374
H 2.25290 -0.36882 -0.84092
O -1.76605 -0.64629 -0.89938
H -2.19262 0.03424 -0.36492
H -1.80352 0.49576 2.05315
O -0.40875 -2.70131 3.37547
H -1.17322 -0.12801 -1.55113
O -1.01719 3.02351 -0.22041
H -0.59246 3.05174 -1.08663
H -1.80814 3.55705 -0.36114
O 0.08194 -2.29684 -3.19656
H -0.02874 -2.70058 -2.32996
H 0.78815 -1.68040 -2.94777
O -0.40215 0.50398 -2.81604
H -0.96721 -3.30524 0.02436
H -0.70309 0.38831 -3.71192
O -1.13186 -2.67126 0.71719
H -1.18555 -1.27491 -0.38944
H -1.08732 -2.95496 1.64073
H -0.97392 -2.47010 4.12793
H -0.11685 -3.57132 3.68838
*
```

Energy relative to the best compared isomer or geometry (same formula, charge and spin): 320.19 kJ/mol
Electronic energy: -22889.1355 eV
Largest force on an atom: 0.068 Eh/bohr

Molecular formula: H23O12
Method: DFT, ωB97M-V/def2-TZVPD

ORCA input file:
```
! wB97M-V def2-TZVPD RIJCOSX def2/J DEFGRID3
* xyz -1 1
O 1.84484 1.66899 -1.82225
H 1.56666 2.59010 -1.63365
H 1.00991 1.34039 -2.15023
O 2.45745 0.06667 4.36691
H 2.99928 -0.38452 3.71486
H 1.70584 0.39456 3.86727
O -1.88532 -1.76739 -0.76621
H -1.03646 -1.07237 -1.05365
O 0.26396 2.92337 1.49211
H -0.22438 3.63804 1.89796
H -0.21761 2.57852 0.68996
O -0.45984 -3.77443 2.30765
H -1.05999 -3.37429 1.66722
H 1.31373 0.90479 1.05776
O 0.02423 -0.44562 -1.48301
H 0.12012 -0.11778 -2.37442
H -1.84679 -2.33473 -1.55270
O -0.59805 1.88458 -0.75933
H -1.50017 1.64090 -0.50444
H -0.34309 0.82961 -0.70802
O 1.62690 0.03206 1.31276
H 1.81984 -0.46992 0.47999
H 0.89458 -1.62817 -0.83063
O 4.26277 1.45206 -0.13457
H 3.34391 1.54642 -0.44842
H 4.00020 1.44377 0.79606
O -3.87462 0.70116 -2.93757
H -4.34819 1.27754 -2.33059
H -3.54806 -0.04131 -2.41800
O -4.54886 -1.73896 -0.03940
H -4.45530 -0.78898 0.02543
H -3.66758 -2.10295 -0.26736
O 1.72701 -2.05194 -0.44945
H 0.35617 -3.24533 2.07321
H 2.27693 -1.57482 -1.08525
*
```

Energy relative to the best compared isomer or geometry (same formula, charge and spin): 235.74 kJ/mol
Electronic energy: -24945.5651 eV
Largest force on an atom: 0.052 Eh/bohr